(1)
Molecular formula: C4HClO2
Method: DFT, the ωB97M-V functional and the def2-TZVPD basis

For the frontier orbital gap (spin up / spin down), the calculation gives 7.40 / 8.02 eV. For the energy above the lowest of the compared OMol25 structures with the same formula, charge and spin, the calculation gives 3.191 eV. The calculation puts the HOMO energy (spin up / spin down) at -0.3143 / -0.3233 Ha.

XYZ file:
```
8
Properties=species:S:1:pos:R:3:forces:R:3
C 0.6365 -0.5422 -0.4970 -2.4488 -0.6358 0.3339
C 1.5412 0.1178 0.1067 1.4063 0.4950 -0.2098
C -0.8427 -0.5365 0.1211 2.2483 -1.9612 -0.0664
C -1.2406 0.7883 0.1451 -1.0641 2.5958 -0.9298
O -1.2501 -1.5186 0.7003 -0.5730 0.0668 -0.0557
O -1.6383 1.7100 -0.4565 0.2106 -0.6651 0.7691
Cl 2.0418 1.2891 1.1205 -0.0522 0.2940 0.4364
H 0.7523 -1.3080 -1.2403 0.2729 -0.1894 -0.2777
```
Forces are in eV/Å.

(2)
Molecular formula: C4HCoLiO5
Method: DFT, the ωB97M-V functional and the def2-TZVPD basis

For the frontier orbital gap (spin up / spin down), the calculation gives 7.83 / 5.37 eV. Its net charge is +2. For the energy above the lowest of the compared OMol25 structures with the same formula, charge and spin, the calculation gives 2.120 eV. The calculation puts the HOMO energy (spin up / spin down) at -0.6524 / -0.6315 Ha. The spin multiplicity is 6.

XYZ file:
```
12
Properties=species:S:1:pos:R:3:forces:R:3
O -1.0223 -2.1623 -0.1253 -0.7471 0.1734 -0.6264
O -0.6031 0.0403 -0.5065 -0.3040 -0.0100 -1.0391
O 0.8641 -1.5197 -1.0179 0.2714 0.6595 -1.1680
C -1.3637 1.7193 0.8738 -2.1743 -3.1534 -1.7103
C -1.6831 0.4897 0.2749 1.4692 2.4331 1.8870
C -0.3073 -1.2580 -0.6205 -0.1321 1.5922 2.3190
H -2.1681 2.2202 1.4322 0.0922 0.4197 0.0037
Co 0.3751 -3.2962 -0.7265 0.6166 -2.6122 0.1188
O 2.2725 1.6271 0.1439 0.3250 0.6107 2.7929
C 2.4191 1.8893 1.2681 0.0381 -0.6935 -2.8148
O -0.1930 2.2572 0.8575 0.1150 0.2597 0.4795
Li 0.6239 1.5285 -1.0443 0.4300 0.3208 -0.2424
```
Forces are in eV/Å.

(3)
Molecular formula: C4HF3
Method: DFT, the ωB97M-V functional and the def2-TZVPD basis

For the frontier orbital gap, the calculation gives 8.16 eV. For the energy above the lowest of the compared OMol25 structures with the same formula, charge and spin, the calculation gives 2.094 eV. The calculation puts the HOMO energy at -0.3895 Ha.

XYZ file:
```
8
Properties=species:S:1:pos:R:3:forces:R:3
C -1.8864 1.7499 -1.0682 -0.4197 0.4039 -0.4047
C -1.0829 1.0804 -0.3414 0.2222 -0.6514 0.5132
C -0.3559 0.3106 0.4193 0.9324 0.8713 3.3650
C 0.6302 -0.7768 -0.1410 0.6067 2.1373 0.6942
F 1.4931 -1.0895 0.8310 -0.1277 -0.3865 -0.1437
F 0.0572 -1.8607 -0.6051 -0.1898 -0.0525 -0.0932
F 1.3626 -0.1705 -1.1255 -0.7209 -0.7573 0.5053
H -0.2179 0.7566 2.0308 -0.3032 -1.5648 -4.4361
```
Forces are in eV/Å.

(4)
Molecular formula: C4HF5
Method: DFT, the ωB97M-V functional and the def2-TZVPD basis

For the frontier orbital gap (spin up / spin down), the calculation gives 9.30 / 7.81 eV. For the energy above the lowest of the compared OMol25 structures with the same formula, charge and spin, the calculation gives 3.004 eV. The calculation puts the HOMO energy (spin up / spin down) at -0.3724 / -0.3468 Ha.

XYZ file:
```
10
Properties=species:S:1:pos:R:3:forces:R:3
C -0.2434 0.7110 0.1225 4.5143 0.9353 0.0675
C 1.0623 0.6587 0.1622 -1.8742 -2.5694 0.3577
C 1.6444 -0.7617 0.1687 0.2122 0.8788 -1.2772
C -1.5349 0.2231 -0.0509 -3.7028 -1.7827 0.1126
F 1.9703 1.6032 0.2384 0.2607 0.6249 0.0096
F 1.0938 -1.7382 0.8364 -0.2359 0.1057 0.2329
F 2.1474 -1.2530 -0.9802 -0.4766 0.5827 0.8986
F -2.4148 1.1762 0.3923 -0.2386 0.3180 0.4563
F -1.8156 0.1282 -1.3999 0.3283 -0.5913 0.4289
H -1.9095 -0.7474 0.5104 1.2126 1.4979 -1.2869
```
Forces are in eV/Å.

(5)
Molecular formula: C4HF9NO7S3
Method: DFT, the ωB97M-V functional and the def2-TZVPD basis

For the frontier orbital gap, the calculation gives 9.73 eV. Its net charge is -1. For the energy above the lowest of the compared OMol25 structures with the same formula, charge and spin, the calculation gives 0.862 eV. The calculation puts the HOMO energy at -0.2533 Ha.

XYZ file:
```
25
Properties=species:S:1:pos:R:3:forces:R:3
O -3.5833 1.1950 0.4963 0.2705 -0.6236 0.9743
S -2.9764 1.6768 -0.6907 -0.7725 0.4858 -0.4181
O -3.8501 2.3804 -1.5583 -0.2424 0.7196 -1.0185
O -1.8744 2.7787 -0.2156 0.3973 -1.0335 -0.6047
N -2.1931 0.5572 -1.6028 0.5369 -0.2060 2.2147
S -2.2209 -0.9325 -0.9864 -0.7526 0.2310 -3.6866
O -3.4946 -1.4418 -0.6354 -0.8877 0.4006 1.9179
O -1.6127 -1.8056 -1.9415 1.7930 -0.0295 -0.1449
S -0.9372 -1.0606 0.7922 -1.9670 0.2400 2.3257
O -1.5268 -2.0891 1.5834 0.1251 -1.9329 -0.3992
O -0.9018 0.1488 1.5512 1.3658 1.5123 -0.8950
C 0.7736 -1.7115 0.3866 -0.8387 -0.0072 -1.3571
F 0.5745 -2.8611 -0.2485 -0.1596 -0.6112 -0.5275
F 1.3627 -2.0125 1.5250 0.6192 0.5413 0.8864
C 1.6500 -0.8557 -0.5608 0.4904 0.2304 0.8602
F 1.0920 -0.6970 -1.7390 -1.0985 0.2145 -0.6509
F 2.7661 -1.5672 -0.7839 0.7612 -0.2866 0.3387
C 2.0733 0.5601 -0.0739 1.1065 -0.4753 -0.0958
F 2.9766 0.9917 -0.9722 0.6331 -0.1798 -0.4636
F 1.0913 1.4324 -0.1298 -1.1799 0.3396 0.3604
C 2.7840 0.6442 1.3066 0.0933 0.8579 -0.4096
F 1.9392 0.6964 2.2948 -0.9850 -0.2934 0.7991
F 3.6454 -0.3268 1.5057 0.4298 -0.9890 -0.0759
F 3.4768 1.7792 1.3245 0.3467 0.7485 -0.0934
H -1.0341 2.5203 -0.6275 -0.0849 0.1465 0.1633
```
Forces are in eV/Å.

(6)
Molecular formula: C4HLiO4Rb
Method: DFT, the ωB97M-V functional and the def2-TZVPD basis

For the frontier orbital gap, the calculation gives 7.00 eV. Its net charge is +1. For the energy above the lowest of the compared OMol25 structures with the same formula, charge and spin, the calculation gives 0.146 eV. The calculation puts the HOMO energy at -0.3933 Ha.

XYZ file:
```
11
Properties=species:S:1:pos:R:3:forces:R:3
O 1.8069 4.3615 0.6903 0.0701 0.0777 -0.0488
C 1.3245 5.1212 0.0063 0.0292 -0.1222 0.1018
C 1.2197 1.1620 1.8012 -0.0280 -0.3055 0.9000
C 1.3806 -0.1064 2.2121 0.0580 -0.1852 -0.7469
H 2.0835 -0.5959 2.8782 -0.3753 0.1314 -0.1530
Li 2.5790 2.7087 1.8097 -0.5365 -0.1424 0.0134
O 0.5940 -0.9910 1.4026 0.3850 -0.5882 1.4083
C 0.0244 -0.2257 0.5003 1.7230 -0.2136 -2.1075
O -0.2070 -0.5988 -0.6470 -1.5860 0.0210 0.8094
O 0.1548 1.0382 0.8454 -0.0352 1.3109 -0.5085
Rb -2.7219 -0.9206 -3.4086 0.2957 0.0161 0.3316
```
Forces are in eV/Å.

(7)
Molecular formula: C4HN2P
Method: DFT, the ωB97M-V functional and the def2-TZVPD basis

For the frontier orbital gap, the calculation gives 8.90 eV. For the energy above the lowest of the compared OMol25 structures with the same formula, charge and spin, the calculation gives 1.157 eV. As for the SMILES: N#CC1=P[C@@H]1C#N. The calculation puts the HOMO energy at -0.3898 Ha.

XYZ file:
```
8
Properties=species:S:1:pos:R:3:forces:R:3
C -1.8703 0.3976 0.2628 4.7754 -3.3184 -3.4153
C 1.3589 0.1438 0.7075 1.1905 0.2773 2.5967
C -0.6190 -0.4186 -0.5087 -3.4605 1.1698 2.2552
C 0.7853 -0.0328 -0.5531 0.5574 0.5877 -4.2035
N -2.6613 1.0852 0.6993 -1.2351 0.8884 0.7839
N 1.6618 0.1530 1.8280 -0.1079 0.1527 -1.2503
P 0.1314 -1.8461 -0.8844 -0.7521 1.3618 0.2988
H 1.2132 0.5177 -1.5514 -0.9677 -1.1193 2.9345
```
Forces are in eV/Å.

(8)
Molecular formula: C4HNO
Method: DFT, the ωB97M-V functional and the def2-TZVPD basis

For the frontier orbital gap, the calculation gives 9.60 eV. For the energy above the lowest of the compared OMol25 structures with the same formula, charge and spin, the calculation gives 3.025 eV. As for the SMILES: N#CC#CC=O. The calculation puts the HOMO energy at -0.4160 Ha.

XYZ file:
```
7
Properties=species:S:1:pos:R:3:forces:R:3
C -1.7740 -0.0840 -0.0051 0.2291 5.1350 0.5204
C -0.2802 -0.5851 -0.0275 -1.1561 2.5218 -1.0357
C 0.9188 -0.4788 -0.1980 3.3560 1.5746 1.3272
C 2.3463 0.0478 -0.0184 5.9646 6.1933 -0.7098
H -2.3761 -0.8674 0.3272 -1.5517 -1.2617 0.1348
N 3.4129 0.8457 0.0032 -10.2224 -7.9788 -0.1224
O -2.2477 1.1218 -0.0815 3.3806 -6.1841 -0.1145
```
Forces are in eV/Å.

(9)
Molecular formula: C4HNO4S
Method: DFT, the ωB97M-V functional and the def2-TZVPD basis

For the frontier orbital gap, the calculation gives 9.60 eV. For the energy above the lowest of the compared OMol25 structures with the same formula, charge and spin, the calculation gives 0.000 eV. The calculation puts the HOMO energy at -0.4153 Ha.

XYZ file:
```
11
Properties=species:S:1:pos:R:3:forces:R:3
C 2.4627 2.0424 -0.1540 0.3613 0.3266 -0.0597
C 1.6134 1.0833 -0.1849 -0.7911 -1.8365 0.8930
C 1.7334 -0.5564 0.1923 -0.6132 1.9266 -0.6481
C 0.1041 0.7430 -0.1831 3.6166 -0.5144 -0.8498
N 0.3520 -0.5865 0.0865 -0.6325 -0.5122 0.6337
O 2.5639 -1.3485 0.4079 0.2268 -0.1017 0.0716
O -0.8494 1.3311 -0.5131 -1.8692 1.4125 0.0110
O -2.5738 -0.2957 1.2311 -0.2558 0.4701 1.6229
O -2.1832 -1.0190 -0.9571 0.0252 -0.8199 -1.5792
S -2.8737 -0.0886 -0.1378 -0.3130 -0.0216 -0.1109
H -0.3495 -1.3052 0.2121 0.2449 -0.3295 0.0156
```
Forces are in eV/Å.

(10)
Molecular formula: C4I4
Method: DFT, the ωB97M-V functional and the def2-TZVPD basis

For the frontier orbital gap, the calculation gives 5.63 eV. For the energy above the lowest of the compared OMol25 structures with the same formula, charge and spin, the calculation gives 3.494 eV. As for the SMILES: IC#CC#CI.II. The calculation puts the HOMO energy at -0.3306 Ha.

XYZ file:
```
8
Properties=species:S:1:pos:R:3:forces:R:3
C -0.7171 -0.4435 -0.0567 0.4206 0.6796 -0.4759
C -1.6539 -1.1720 -0.2093 -5.1389 -0.5416 0.5116
C 0.6173 -0.6262 -0.0577 1.0672 -1.0523 0.5149
C 1.4197 -1.5443 0.0556 4.1137 0.8093 -0.1938
I -1.3411 3.4783 -0.1426 2.5013 0.3197 0.2937
I -3.6021 -1.7671 0.1735 1.4050 0.2338 -0.4421
I 1.7408 3.8918 0.2193 -2.5011 -0.3590 -0.2934
I 3.5364 -1.8170 0.0178 -1.8678 -0.0894 0.0850
```
Forces are in eV/Å.

(11)
Molecular formula: C4N2
Method: DFT, the ωB97M-V functional and the def2-TZVPD basis

For the frontier orbital gap, the calculation gives 10.02 eV. For the energy above the lowest of the compared OMol25 structures with the same formula, charge and spin, the calculation gives 0.475 eV. As for the SMILES: N#CC#CC#N. The calculation puts the HOMO energy at -0.4246 Ha.

XYZ file:
```
6
Properties=species:S:1:pos:R:3:forces:R:3
C 0.4216 -0.6034 1.8265 -1.2606 -0.9464 1.6999
C -0.0252 -0.0633 0.6214 2.0022 -0.4157 -0.6121
C 0.0853 0.2069 -0.5616 -1.9004 1.1883 -0.2474
C -0.3455 0.7137 -1.8130 0.3905 -0.9275 -1.2081
N 0.5085 -1.1532 2.8536 0.3206 1.0658 -1.7222
N -0.6447 0.8994 -2.9269 0.4478 0.0355 2.0898
```
Forces are in eV/Å.

(12)
Molecular formula: C4N2OS
Method: DFT, the ωB97M-V functional and the def2-TZVPD basis

For the frontier orbital gap, the calculation gives 7.71 eV. For the energy above the lowest of the compared OMol25 structures with the same formula, charge and spin, the calculation gives 0.000 eV. As for the SMILES: N#CC(=O)C(=S)C#N. The calculation puts the HOMO energy at -0.3927 Ha.

XYZ file:
```
8
Properties=species:S:1:pos:R:3:forces:R:3
C -1.8400 0.0927 0.1008 -0.5070 0.1661 0.3303
C 1.8856 -0.2210 0.1553 0.4149 0.6795 0.0378
C -0.5715 -0.5575 -0.1746 0.8926 1.1276 -0.2445
C 0.6484 0.4732 -0.0272 -1.7009 -0.6431 -0.4925
N -2.8276 0.5773 0.4192 -0.2959 0.0454 -0.0036
N 2.8984 -0.7363 0.3288 -0.1289 -0.1025 -0.0227
O -0.5095 -1.6773 -0.5670 0.5362 -0.1385 0.1278
S 0.3162 2.0490 -0.2353 0.7890 -1.1345 0.2675
```
Forces are in eV/Å.